Formula: C29H51N4O3SSb2Sn
Source: OMol25
Level of theory: ωB97M-V with the def2-TZVPD basis set

The largest force on an atom comes out at 1.50 eV/Å. The calculated total energy comes out at -2673.139432 a.u. The spin multiplicity is 1. For the lowest unoccupied orbital energy, the calculation gives -2.099 eV. As for the net charge: +1. Its energy relative to the best compared isomer or geometry (same formula, charge and spin) is 0.857 eV. The calculation puts the gap between HOMO and LUMO at 7.5 eV.

Atoms and positions in Å:
Sn1 -0.0915 0.1736 -0.5817
C1 -0.2840 -3.1505 1.6495
C2 -0.5424 -3.3538 0.1583
N1 0.2211 -2.5575 -0.8001
C3 -0.1148 -3.0221 -2.1480
C4 0.1959 -1.9964 -3.2339
N2 -0.4011 -0.6965 -2.9566
C5 -1.7299 -0.4230 -3.5117
C6 -2.8686 -1.3644 -3.1217
C7 -3.3096 -1.4850 -1.6398
N3 -2.6204 -0.6731 -0.6225
C8 -3.0946 -1.0848 0.7088
C9 -2.2472 -0.5385 1.8637
N4 -0.8082 -0.6321 1.6415
C10 -0.0311 -1.7427 2.1896
H1 0.5847 -3.7371 1.9485
H2 -1.1491 -3.5882 2.1515
H3 -1.5809 -3.1215 -0.0482
H4 -0.3952 -4.4229 -0.0458
H5 1.2121 -2.7123 -0.6414
H6 -1.1815 -3.2328 -2.1515
H7 0.4127 -3.9525 -2.3943
H8 -0.1462 -2.4008 -4.1966
H9 1.2787 -1.8755 -3.2812
H10 0.1972 0.0222 -3.3664
H11 -1.6871 -0.4397 -4.6123
H12 -1.9765 0.5959 -3.1940
H13 -2.6353 -2.3640 -3.4952
H14 -3.7305 -1.0181 -3.6955
H15 -3.1935 -2.5315 -1.3435
H16 -4.3862 -1.2632 -1.5921
H17 -2.9054 0.2990 -0.7604
H18 -3.0916 -2.1748 0.7550
H19 -4.1300 -0.7496 0.8721
H20 -2.5450 -1.0441 2.7905
H21 -2.4673 0.5259 1.9539
H22 -0.4120 0.1900 2.0933
H23 -0.1447 -1.7849 3.2831
H24 1.0138 -1.4913 1.9734
C11 4.2487 -0.6030 -2.7980
Sb1 3.3164 -0.5534 -0.8388
C12 3.9802 -2.5435 -0.2955
C13 5.0421 0.4836 0.0578
C14 5.1036 0.3978 1.5384
C15 5.7792 -0.6849 2.1001
C16 5.8963 -0.8398 3.4665
C17 5.3388 0.1062 4.3095
C18 4.6879 1.1954 3.7676
C19 4.5542 1.3682 2.3907
C20 3.8473 2.5677 1.9001
Sb2 1.7364 2.1529 1.3877
C21 1.2033 1.6184 3.4333
C22 1.1208 4.1873 1.6132
H25 5.3233 -0.7187 -2.6953
H26 4.0407 0.3222 -3.3251
H27 3.8608 -1.4347 -3.3764
H28 5.0164 -2.6799 -0.5806
H29 3.3873 -3.2994 -0.8007
H30 3.8909 -2.6830 0.7762
H31 4.9827 1.5103 -0.3012
H32 5.9166 0.0004 -0.3814
H33 6.2365 -1.4099 1.4416
H34 6.4362 -1.6808 3.8710
H35 5.4240 0.0046 5.3795
H36 4.2912 1.9562 4.4218
H37 4.3177 2.9931 1.0145
H38 3.8227 3.3314 2.6746
H39 1.6108 2.3545 4.1213
H40 1.5985 0.6379 3.6909
H41 0.1191 1.6227 3.5252
H42 1.8759 4.7734 2.1318
H43 0.1964 4.1840 2.1768
H44 0.9110 4.6184 0.6440
C23 -7.1947 1.6352 -1.4895
C24 -5.7777 2.0587 -1.2721
C25 -4.9147 2.2123 -2.3552
C26 -3.5825 2.5306 -2.1565
C27 -3.1018 2.6833 -0.8685
C28 -3.9482 2.5714 0.2165
C29 -5.2848 2.2676 0.0143
S1 -1.3641 2.8919 -0.6005
O1 -0.7170 2.1525 -1.7186
O2 -0.9998 4.2627 -0.5279
O3 -1.0990 2.0975 0.6260
H45 -7.6548 2.1860 -2.3050
H46 -7.7839 1.7822 -0.5913
H47 -7.2295 0.5780 -1.7517
H48 -5.2900 2.0794 -3.3580
H49 -2.8940 2.6614 -2.9763
H50 -3.5464 2.7223 1.2067
H51 -5.9478 2.1937 0.8644

Force components x, y, z for each atom (eV/Å):
0.22 -1.05 -0.15
-0.09 0.21 -0.16
-0.04 -0.14 0.20
0.14 -0.04 0.17
0.09 0.19 -0.29
-0.06 -0.39 0.14
0.16 0.47 -0.27
-0.44 0.09 -0.08
0.22 0.12 0.21
-0.15 -0.16 -0.34
0.28 0.38 -0.07
0.10 0.02 0.44
-0.39 -0.01 -0.19
0.12 0.40 0.24
0.19 -0.37 -0.01
0.00 -0.09 0.10
0.04 -0.08 0.08
-0.16 -0.11 -0.04
-0.18 -0.02 0.01
0.07 0.06 0.02
-0.06 -0.11 -0.03
-0.14 -0.04 0.01
0.14 0.03 0.01
0.05 0.10 -0.12
-0.04 -0.16 0.15
-0.01 0.09 0.15
0.04 -0.12 -0.17
-0.10 0.02 -0.03
0.06 -0.06 -0.05
-0.06 0.13 0.06
0.12 -0.14 0.05
-0.11 -0.11 0.03
-0.09 0.04 -0.12
0.10 -0.16 -0.03
-0.06 0.09 -0.03
-0.01 -0.04 0.16
-0.04 0.00 -0.11
0.11 0.02 -0.12
-0.02 0.07 0.13
-0.24 0.05 0.27
1.20 -0.14 -0.17
-0.13 0.30 0.00
-0.41 -0.05 -0.36
0.06 -0.08 0.25
-0.07 0.01 0.03
0.03 -0.09 0.06
-0.01 -0.04 0.02
0.00 -0.04 -0.02
0.19 -0.34 0.13
-0.49 0.13 -0.34
0.95 0.60 0.99
0.11 -0.06 -0.44
0.10 -0.05 -0.13
0.10 -0.03 0.08
-0.02 0.11 -0.09
-0.08 -0.12 -0.11
0.20 0.02 -0.08
-0.12 -0.14 -0.12
-0.03 -0.02 0.19
0.07 -0.01 -0.07
-0.08 0.06 -0.09
0.06 -0.08 -0.07
0.06 -0.12 0.05
0.04 0.00 0.14
-0.09 0.11 0.12
-0.04 0.07 -0.04
-0.07 0.08 -0.02
0.03 0.09 -0.01
0.00 -0.06 0.04
-0.13 0.02 0.08
0.07 -0.10 0.07
-0.17 0.04 0.13
0.05 0.12 -0.07
-0.04 -0.02 -0.02
0.09 -0.04 0.06
0.12 0.05 0.13
0.02 0.06 -0.13
0.23 0.01 -0.03
-0.08 0.06 0.21
0.10 0.03 -0.10
0.05 -0.29 -0.27
-0.42 0.23 -0.28
-0.24 0.49 -0.02
-0.49 0.11 0.23
-0.06 0.07 -0.07
-0.14 0.00 0.08
-0.07 -0.08 0.00
-0.06 0.00 -0.15
-0.03 -0.03 -0.22
-0.06 -0.02 0.17
-0.07 -0.04 0.05